(1)
A structure of composition C56H64FN10NbO19P in a non-equilibrium geometry, computed with ωB97M-V/def2-TZVPD.

Calculated values
**Molar mass**: 1324.057 g mol⁻¹
**Calculated total energy**: -4646.995761 Eh
**Max |F|**: 0.063 Eh/bohr
**Gap between HOMO and LUMO**: 4.87 eV
**Net charge**: -1

Last column: Mulliken charge in e.
Geometry (Å):
H (6.57, 1.60, -8.09)  0.448
H (-1.67, 0.98, -4.53)  0.414
H (2.97, -1.62, 2.04)  -0.045
O (5.66, -0.50, 1.08)  -0.626
H (0.20, -3.32, -1.79)  0.485
C (-9.25, 0.27, 1.77)  -0.361
H (-5.10, -3.67, -2.19)  0.242
C (-1.40, 7.18, 6.59)  -0.494
O (-7.22, -3.16, 2.73)  -0.629
H (-2.64, 9.57, 3.82)  0.453
C (7.72, -5.63, 1.31)  0.182
O (-1.95, -6.04, 2.09)  -0.534
H (-3.85, -4.67, 0.70)  0.289
H (4.51, -5.01, 0.52)  0.620
O (-4.64, 8.33, 3.41)  -0.617
H (4.02, -3.05, 1.81)  0.183
C (2.17, -3.08, 0.69)  1.540
O (-2.63, -1.99, -2.55)  -0.134
H (-7.21, 6.04, 1.68)  0.465
C (-4.37, 4.30, 2.34)  0.009
H (-0.48, 10.02, 4.97)  0.368
N (1.13, -3.80, 0.83)  -0.882
H (0.30, 8.48, 6.74)  0.381
C (-2.28, 8.92, 4.60)  -0.408
H (0.24, 0.18, -3.18)  0.424
H (-2.72, -2.32, 5.54)  0.425
H (3.09, -3.41, -1.22)  0.440
C (5.77, -0.48, -10.66)  -0.426
H (-3.34, 0.21, 2.76)  -0.164
C (4.18, 2.05, 3.04)  -0.372
H (4.94, -2.36, -7.97)  0.425
H (5.37, -5.65, -1.70)  0.429
N (-4.31, 7.56, 4.29)  1.050
C (2.72, -2.58, -0.62)  -0.310
C (-2.61, 6.93, 5.95)  -0.306
H (0.81, -0.58, 1.95)  0.774
C (1.73, 0.27, -6.23)  -0.547
O (-4.95, 6.60, 4.65)  -0.584
H (0.45, 1.19, 0.31)  0.265
C (-0.57, 0.97, -6.37)  -0.527
N (4.80, 0.26, 1.47)  1.021
H (7.18, 0.52, 2.63)  0.474
H (-3.22, -2.34, -0.05)  -0.546
O (8.17, -5.30, 3.55)  -0.610
C (-5.55, 5.85, 0.34)  -0.631
H (-0.14, -5.82, -0.68)  0.354
C (6.21, 0.64, -9.97)  0.158
O (9.80, -5.88, 2.28)  -0.622
N (-0.95, -6.27, -0.27)  -1.021
H (2.68, 0.07, -6.69)  0.549
N (2.68, -0.41, -4.07)  1.072
C (-6.57, 0.32, 2.52)  -0.249
O (-5.43, -2.04, 3.16)  -0.545
H (5.78, -0.49, -11.74)  0.450
H (-2.88, -6.07, 2.34)  0.290
C (-2.88, -0.41, 0.76)  -0.683
H (1.99, -2.05, -1.22)  -0.372
C (-1.74, -3.09, -2.34)  -0.262
C (-4.97, -2.58, -2.25)  -0.723
H (-5.53, 0.31, 2.81)  0.490
H (0.07, -3.53, 3.25)  0.205
H (9.27, -6.26, -0.03)  0.453
C (5.16, 1.20, 2.55)  0.111
H (-3.95, -0.20, 0.57)  0.809
H (5.75, -0.35, -6.79)  0.430
H (-3.91, 3.70, 3.11)  0.566
H (-3.33, -2.29, 1.69)  0.400
H (2.57, -3.20, 2.79)  0.294
C (-3.82, -2.29, -3.18)  0.652
C (7.37, -6.00, -1.01)  -0.365
H (3.77, 3.59, 4.47)  0.383
H (6.04, -5.01, 2.48)  0.523
C (-4.29, 5.30, 0.18)  -0.029
H (-0.40, -1.66, -1.72)  -0.671
C (5.81, 2.93, 4.58)  -0.447
H (-6.16, 4.67, 3.46)  0.561
C (-5.64, 4.85, 2.53)  -0.999
O (7.09, 2.77, -10.13)  -0.607
H (0.76, 0.86, -8.05)  0.383
C (6.40, -5.28, 1.50)  -0.612
C (0.65, 0.72, -6.98)  -0.450
O (-3.91, -2.27, -4.37)  -0.591
C (5.31, -1.52, -8.54)  -0.500
C (4.52, 2.92, 4.07)  -0.508
H (-6.66, 2.43, 2.17)  0.579
N (8.64, -5.60, 2.47)  1.024
C (-3.02, 7.81, 4.97)  0.173
C (-2.37, -2.03, 4.54)  -0.919
H (-2.72, -3.67, 3.17)  -0.113
C (6.77, 2.07, 4.06)  -0.417
H (-9.04, 2.39, 1.50)  0.422
H (7.78, 2.08, 4.46)  0.367
H (-1.06, 6.51, 7.36)  0.376
N (-6.59, -2.12, 2.83)  1.025
H (-1.62, -0.15, 2.50)  -0.099
H (-3.19, -1.53, 4.03)  -0.093
O (-1.96, -4.11, -2.91)  -0.591
H (3.18, 2.02, 2.63)  0.526
P (-1.73, -5.27, 0.63)  1.086
O (3.73, -0.64, -4.64)  -0.628
C (-7.21, 1.49, 2.16)  -0.146
H (4.96, -2.45, -10.44)  0.379
H (-2.70, 4.11, 1.00)  0.526
O (2.49, -0.58, -2.88)  -0.631
H (-5.99, 6.45, -0.44)  0.492
H (3.57, -1.91, -0.44)  0.180
C (5.55, -5.30, 0.41)  -0.259
H (-2.34, 0.03, -0.08)  0.020
F (-2.28, 1.65, 1.84)  -0.421
C (-7.28, -0.86, 2.48)  -0.089
N (-0.71, -2.98, 2.91)  -0.273
H (6.07, 3.61, 5.38)  0.372
C (-2.72, -1.95, 0.84)  0.637
H (-4.82, -2.15, -1.27)  0.165
C (0.38, -0.83, 0.97)  0.503
C (-8.61, -0.92, 2.11)  -0.713
C (1.55, 0.09, -4.87)  -0.188
H (-10.29, 0.25, 1.47)  0.375
N (6.68, 1.80, -10.74)  1.010
C (0.35, 0.34, -4.24)  0.354
C (-6.23, 5.61, 1.53)  -0.308
H (-1.63, -4.03, 4.47)  0.670
H (-1.41, 1.31, -6.96)  0.382
C (-2.52, 0.28, 2.04)  0.115
O (-2.46, 5.08, -1.20)  -0.613
H (0.57, -0.07, -1.02)  -0.607
C (6.45, 1.19, 3.04)  -0.415
C (-1.89, -3.25, 3.75)  -0.146
O (-4.10, 6.28, -1.90)  -0.632
H (-5.87, -2.15, -2.70)  0.390
O (-3.32, -5.23, 0.12)  -0.586
C (5.31, -1.56, -9.93)  -0.381
O (6.64, 1.73, -11.96)  -0.612
C (-0.72, 0.79, -5.00)  -0.570
C (0.46, 0.13, 0.05)  -0.386
C (-1.08, 9.15, 5.25)  -0.407
C (5.76, -0.38, -7.87)  -0.414
O (3.66, 0.30, 1.06)  -0.466
C (6.03, -5.65, -0.84)  -0.700
Nb (-0.66, -2.83, 0.86)  -1.890
C (6.22, 0.71, -8.59)  -0.373
C (8.23, -5.99, 0.08)  -0.434
C (-3.69, 4.53, 1.15)  -0.509
H (-1.54, -1.34, 4.70)  0.293
C (2.99, -2.70, 1.92)  -0.725
H (-9.14, -1.86, 2.10)  0.483
N (-3.56, 5.58, -1.07)  1.042
C (-0.64, 8.29, 6.24)  -0.429
H (-3.21, 6.08, 6.20)  0.445
C (-8.55, 1.47, 1.79)  -0.616
C (-0.64, -2.70, -1.47)  1.082
H (7.74, -6.27, -1.98)  0.374

=====

(2)
The molecule C14H11NO3S in a non-equilibrium geometry, computed with ωB97M-V/def2-TZVPD.

Calculated values
**Molar mass**: 273.313 g mol⁻¹
**Calculated total energy**: -1218.665405 Eh
**Structure (SMILES)**: Cc1sc2c(=O)c3ccccc3c(=O)c=2n(C)c1O
**Max |F|**: 0.111 Eh/bohr
**Energy above the lowest of the compared OMol25 structures with the same formula, charge and spin**: 3.028 eV
**Gap between HOMO and LUMO**: 5.67 eV

Last column: natural (NBO) charge in e.
Geometry (Å):
S (-2.23, 0.98, -1.20)  0.399
C (1.28, -0.28, 0.47)  0.488
C (-2.16, 0.70, -4.02)  -0.634
C (-0.87, 1.44, 1.17)  0.567
C (2.00, 0.23, 4.16)  -0.195
N (0.07, -1.06, -1.45)  -0.468
C (0.11, 1.15, 2.21)  -0.132
H (2.89, -0.93, 2.43)  0.249
O (-1.64, 2.37, 1.37)  -0.519
C (1.09, 0.14, 1.89)  -0.125
H (-2.13, 1.80, -4.04)  0.230
C (-0.91, 0.72, -0.11)  -0.254
H (-1.76, 0.19, -4.90)  0.202
C (-1.57, 0.31, -2.69)  -0.358
H (-0.46, 2.56, 3.82)  0.241
C (0.22, 1.80, 3.45)  -0.170
C (-0.52, -0.66, -2.65)  0.524
H (1.27, -2.76, -0.90)  0.223
C (0.32, -2.49, -1.20)  -0.408
H (-0.72, -1.11, -4.53)  0.489
H (-3.28, 0.56, -3.97)  0.222
O (-0.18, -1.42, -3.78)  -0.681
H (0.20, -3.00, -2.19)  0.232
H (2.90, -0.01, 4.83)  0.235
H (-0.42, -2.90, -0.56)  0.191
C (2.04, -0.29, 2.81)  -0.162
C (0.18, -0.14, -0.45)  0.121
H (0.93, 1.70, 5.47)  0.221
C (0.97, 1.19, 4.45)  -0.195
O (2.36, -0.79, 0.12)  -0.533

=====

(3)
A cluster of 2 separate species, CH6NP in total in a non-equilibrium geometry, computed with ωB97M-V/def2-TZVPD.

Calculated values
**Molar mass**: 63.040 g mol⁻¹
**Calculated total energy**: -437.646333 Eh
**Max |F|**: 0.055 Eh/bohr
**Energy above the lowest of the compared OMol25 structures with the same formula, charge and spin**: 3.824 eV
**Gap between HOMO and LUMO (alpha / beta)**: 7.00 / 7.00 eV

Last column: natural (NBO) charge in e.
Geometry (Å):
H (-0.44, 1.00, -1.41)  -0.007
C (-1.03, -1.04, 0.26)  -0.975
N (1.81, 1.09, 0.10)  -0.921
H (-2.08, -1.41, -0.04)  0.251
H (-0.14, -1.40, -0.32)  0.262
P (-1.05, 0.84, -0.06)  0.505
H (-1.00, -1.10, 1.43)  0.246
H (2.14, 2.01, 0.39)  0.324
H (1.59, 0.60, 0.98)  0.315

=====

(4)
A cluster of 2 separate species, C4H12NOS in total in a non-equilibrium geometry, computed with ωB97M-V/def2-TZVPD.

Calculated values
**Molar mass**: 122.213 g mol⁻¹
**Calculated total energy**: -687.760547 Eh
**Max |F|**: 0.066 Eh/bohr
**Energy above the lowest of the compared OMol25 structures with the same formula, charge and spin**: 1.837 eV
**Gap between HOMO and LUMO**: 6.60 eV
**Net charge**: -1

Last column: natural (NBO) charge in e.
Geometry (Å):
H (0.41, -0.84, -1.50)  0.342
C (-0.12, -1.41, 0.88)  -0.641
C (-1.44, -1.82, -1.78)  -0.424
H (1.37, 3.52, 1.25)  0.492
H (0.94, 1.40, -0.62)  0.177
C (-0.35, -0.17, -0.01)  -0.062
H (0.38, -1.23, 1.89)  0.249
H (1.92, 0.18, -0.19)  0.166
H (-0.85, -2.74, -1.94)  0.180
H (-2.25, -1.89, -1.03)  0.197
O (1.17, 4.48, 1.49)  -1.009
H (0.56, -2.14, 0.28)  0.174
H (0.57, 4.14, 2.20)  0.461
N (-0.52, -0.64, -1.35)  -0.655
C (1.06, 0.69, 0.16)  -0.501
H (-1.92, -1.63, -2.84)  0.179
S (1.32, 1.39, 1.89)  -0.697
H (-1.10, -1.88, 0.99)  0.180
H (-1.13, 0.59, 0.23)  0.194

=====

(5)
A cluster of 28 separate species, C5H60N2O29 in total in a non-equilibrium geometry, computed with ωB97M-V/def2-TZVPD.

Calculated values
**Molar mass**: 612.520 g mol⁻¹
**Calculated total energy**: -2517.750166 Eh
**Max |F|**: 0.140 Eh/bohr
**Gap between HOMO and LUMO**: 9.74 eV

Last column: Mulliken charge in e.
Geometry (Å):
O (1.54, 5.70, 6.21)  -0.650
O (0.40, 0.97, 2.62)  -0.462
H (-6.07, -3.91, -1.80)  0.297
O (8.77, 0.85, -0.91)  -0.589
O (-4.43, -6.41, -4.78)  -0.598
O (1.03, -1.78, 3.38)  -0.603
O (-7.11, -4.00, -7.33)  -0.604
H (5.02, 4.21, -0.86)  0.310
H (-7.83, -0.24, -2.58)  0.257
C (-1.55, -2.36, -0.98)  0.134
O (10.01, 2.16, 1.01)  -0.636
H (-10.34, -1.99, -3.62)  0.300
H (10.31, 6.28, 0.53)  0.297
H (-7.20, -2.94, -2.14)  0.276
H (-8.01, -0.87, -3.96)  0.308
H (-7.63, -3.31, -7.75)  0.303
N (-0.76, -3.27, -1.17)  -0.679
O (-8.20, -1.02, -3.02)  -0.552
H (3.57, 1.77, 1.47)  0.254
H (13.12, 2.88, 2.81)  0.310
H (-5.45, 0.00, -1.47)  0.290
H (8.62, 4.77, 2.35)  0.414
O (12.24, 2.84, 3.21)  -0.625
H (9.52, 4.53, 3.55)  0.261
H (-8.25, -0.43, 1.15)  0.285
H (3.13, 3.74, 6.83)  0.332
O (9.83, 6.10, 1.35)  -0.647
O (-7.65, -0.35, 1.90)  -0.634
H (5.58, 1.55, -0.85)  0.265
H (3.86, 1.71, 2.97)  0.282
H (2.01, 3.36, 4.45)  0.311
C (-1.34, 1.16, -0.88)  0.230
O (9.14, 4.08, 2.79)  -0.637
H (2.49, -2.72, -0.45)  0.297
H (-1.19, 0.83, 5.46)  0.324
H (-11.26, -1.74, -4.81)  0.311
H (-1.84, -0.26, -2.52)  0.347
H (10.52, 5.76, 1.95)  0.317
H (-9.77, -2.59, -1.33)  0.284
O (-4.75, -0.46, 0.28)  -0.292
O (6.01, 2.41, -0.73)  -0.529
O (-10.73, -2.43, -4.39)  -0.622
H (2.77, 2.27, 6.63)  0.333
H (4.80, 4.72, -2.28)  0.299
O (6.41, 5.26, 2.16)  -0.598
H (-2.04, -5.01, -2.24)  0.297
H (-2.15, -0.78, 0.47)  0.205
O (-9.29, -3.42, -1.43)  -0.587
H (9.24, 1.03, -1.73)  0.286
H (1.72, 2.13, -0.25)  0.298
H (2.66, 3.26, -0.66)  0.301
H (-2.63, -8.04, -1.28)  0.289
H (9.13, 1.99, 1.37)  0.318
O (3.55, 2.31, 2.27)  -0.504
H (0.16, -1.94, 3.74)  0.271
H (-6.77, -0.31, 1.49)  0.401
H (11.64, 2.75, 2.46)  0.364
C (-4.06, -1.62, -0.33)  -0.927
O (-5.78, -0.09, -0.53)  -0.256
N (-0.70, 1.91, -0.17)  -0.623
O (-6.24, -3.05, -2.21)  -0.592
H (0.06, 1.67, 5.22)  0.279
H (-3.37, 0.64, -1.84)  0.217
H (1.24, -3.55, -0.21)  0.368
H (-7.17, -6.24, -6.81)  0.302
O (-0.25, 0.87, 5.66)  -0.615
H (5.86, 5.87, 1.66)  0.284
O (2.60, 2.30, -0.62)  -0.617
O (-2.90, -4.79, -2.64)  -0.624
H (1.89, 6.36, 5.61)  0.312
O (4.33, 4.55, -1.45)  -0.625
H (-0.03, 1.59, 3.24)  0.210
H (6.86, 2.19, -0.32)  0.288
C (-2.54, -1.14, -0.57)  0.732
C (-2.39, 0.12, -1.57)  -0.303
H (-4.59, -2.02, -1.26)  0.465
O (-2.94, -7.44, -1.97)  -0.633
O (2.19, -3.52, -0.01)  -0.657
O (3.47, 2.92, 6.45)  -0.664
H (-3.33, -5.64, -2.75)  0.363
H (5.78, 4.58, 2.46)  0.304
H (-9.93, -4.10, -1.20)  0.280
H (-2.93, -7.97, -2.77)  0.303
O (1.32, 3.70, 3.86)  -0.635
O (-7.04, -6.69, -5.96)  -0.612
H (1.40, 4.92, 5.64)  0.369
H (-5.38, -6.45, -4.98)  0.334
H (-6.71, -3.56, -6.56)  0.310
H (1.09, -0.81, 3.34)  0.339
H (-4.03, -2.44, 0.50)  0.393
H (10.06, 3.12, 0.97)  0.278
H (1.79, 3.88, 3.04)  0.258
H (-7.86, -7.20, -5.84)  0.280
H (-4.13, -5.61, -5.22)  0.281
H (9.45, 0.51, -0.32)  0.302
H (0.31, 1.40, 1.76)  0.321